A molecular structure, C16H23B2F4N5O5Sr at a distorted geometry. Source: the OMol25 dataset; level of theory: ωB97M-V/def2-TZVPD.

The geometry in XYZ format:
```
56
Properties=species:S:1:pos:R:3:nbo_charge:R:1
Sr 0.1157 0.4110 -0.5145 1.732
C 1.6396 -1.0589 -4.7218 -0.690
C 1.4867 -0.4020 -3.3920 0.221
N 0.9474 -0.9559 -2.3752 -0.218
O 0.4526 -2.2194 -2.5166 -0.583
B 0.9271 -3.1339 -1.3970 1.260
F 0.2726 -4.3231 -1.5973 -0.525
F 2.3264 -3.2010 -1.5048 -0.558
O 0.5666 -2.7047 0.0145 -0.593
N 1.1035 -1.5116 0.4454 -0.241
C 2.2788 -1.4758 0.9409 0.259
C 3.1655 -2.6461 1.2012 -0.686
C 2.7909 -0.0528 1.2209 0.213
N 2.1529 0.8523 0.5878 -0.217
O 2.5085 2.1572 0.7186 -0.555
B 1.7047 2.9985 -0.2469 1.275
F 0.2915 2.6124 -0.1131 -0.604
F 1.8876 4.3050 0.0721 -0.513
O 2.0713 2.7602 -1.6783 -0.560
N 1.5773 1.5488 -2.0711 -0.219
C 2.0097 1.0138 -3.1450 0.221
C 2.9702 1.6607 -4.0881 -0.690
C 3.9596 0.2356 2.1035 -0.691
H 1.5017 -2.1309 -4.6173 0.264
H 2.6219 -0.8518 -5.1466 0.229
H 0.8914 -0.6781 -5.4233 0.231
H 2.6817 -3.5616 0.8849 0.268
H 3.4005 -2.7015 2.2678 0.222
H 4.1046 -2.5397 0.6545 0.241
H 3.2923 2.6172 -3.6900 0.259
H 2.4994 1.8199 -5.0612 0.232
H 3.8440 1.0248 -4.2487 0.231
H 4.1426 -0.5704 2.8120 0.224
H 3.7850 1.1685 2.6383 0.248
H 4.8623 0.3774 1.5034 0.246
C -2.5238 -0.9710 -2.9635 -0.252
O -2.9085 -1.3812 -1.6283 -0.466
C -2.2885 -0.8151 -0.6399 0.201
C -2.7079 -1.5014 0.6115 -0.782
H -3.4364 -0.9132 -3.5474 0.196
H -1.8457 -1.7208 -3.3591 0.226
H -2.0414 0.0006 -2.9173 0.179
H -3.6689 -2.0151 0.5379 0.223
H -2.6569 -0.8248 1.4638 0.243
H -1.9205 -2.2580 0.7710 0.287
C -0.1151 3.4488 3.5042 -0.148
C -1.2459 3.3872 2.7097 -0.246
C -1.5744 2.1753 2.1287 0.040
N -0.8630 1.0563 2.2956 -0.486
C 0.2044 1.1272 3.0985 0.034
C 0.6192 2.2934 3.7153 -0.242
H 0.1924 4.3854 3.9520 0.223
H -1.8519 4.2632 2.5207 0.226
H -2.4432 2.0974 1.4817 0.193
H 0.7516 0.2022 3.2427 0.196
H 1.5058 2.2952 4.3362 0.222
```

Results
ΔE to the lowest compared entry with this formula, charge and spin, kJ/mol: 88.6
DFT total energy, hartree: -1753.5712
Orbital gap, eV: 9.1
E_HOMO, hartree: -0.3297